[1]
{"formula": "C37H99NO13", "method": "ωB97M-V with the def2-TZVPD basis set", "symbols": ["C", "O", "H", "H", "H", "H", "C", "O", "C", "C", "N", "C", "C", "O", "C", "H", "H", "H", "H", "H", "H", "H", "H", "H", "H", "H", "H", "H", "H", "H", "C", "C", "C", "O", "H", "H", "H", "H", "H", "H", "H", "H", "C", "C", "C", "O", "H", "H", "H", "H", "H", "H", "H", "H", "C", "C", "C", "O", "H", "H", "H", "H", "H", "H", "H", "H", "C", "C", "C", "O", "H", "H", "H", "H", "H", "H", "H", "H", "C", "C", "C", "O", "H", "H", "H", "H", "H", "H", "H", "H", "C", "C", "C", "O", "H", "H", "H", "H", "H", "H", "H", "H", "C", "C", "C", "O", "H", "H", "H", "H", "H", "H", "H", "H", "C", "C", "C", "O", "H", "H", "H", "H", "H", "H", "H", "H", "C", "C", "C", "O", "H", "H", "H", "H", "H", "H", "H", "H", "C", "C", "C", "O", "H", "H", "H", "H", "H", "H", "H", "H"], "xyz": [[-0.90207, -0.96128, 4.27205], [-0.62285, -2.21181, 4.92915], [-1.33441, -1.16299, 3.29200], [-1.69094, -0.45550, 4.82877], [0.02658, -0.39336, 4.21554], [0.08950, -2.11779, 5.56580], [1.44912, 4.67495, -8.41549], [1.98601, 3.60569, -7.68500], [1.72002, 2.36090, -8.34375], [2.25381, 1.20106, -7.53837], [1.60491, 1.17601, -6.23691], [1.60958, -0.16367, -5.72325], [1.18450, -0.22973, -4.28805], [2.11388, 0.41204, -3.30924], [1.55245, 0.51823, -1.98867], [1.66518, 5.51940, -7.76103], [0.36223, 4.66771, -8.49753], [1.91223, 4.89047, -9.37839], [2.26733, 2.35564, -9.28636], [0.69421, 2.15611, -8.65016], [3.32413, 1.14631, -7.33957], [2.04975, 0.27015, -8.06738], [2.05850, 1.82188, -5.60665], [2.63729, -0.52068, -5.78997], [0.91713, -0.75839, -6.31900], [0.87760, -1.23065, -3.98462], [0.27178, 0.36399, -4.23759], [2.27812, 1.03174, -1.35796], [1.37932, -0.42495, -1.47046], [0.61227, 1.06694, -1.93314], [0.08812, 3.93544, -2.76659], [0.12848, 3.03755, -1.50638], [-0.38447, 3.82903, -0.25746], [-0.55227, 1.87920, -1.61448], [0.74389, 4.78861, -2.59294], [-0.89958, 4.35257, -2.96295], [0.43088, 3.45443, -3.68269], [1.19034, 2.80943, -1.41408], [-1.46871, 3.74818, -0.18012], [-0.23284, 4.90718, -0.30952], [0.07665, 3.42983, 0.64593], [-0.28551, 1.30494, -0.89291], [2.07970, 1.87956, 1.78591], [2.85354, 1.70564, 3.09838], [2.23822, 0.52525, 3.82249], [4.20267, 1.28049, 2.84172], [2.69284, 2.49124, 1.12409], [1.04637, 2.19903, 1.92108], [1.92038, 0.89317, 1.35032], [2.93464, 2.66259, 3.61392], [2.18504, -0.34057, 3.16246], [1.27563, 0.75376, 4.27999], [2.71195, 0.28314, 4.77384], [4.66182, 1.96374, 2.34780], [3.77666, -0.53893, 0.96337], [3.14464, -0.11573, -0.34918], [3.90775, -0.48001, -1.64296], [1.93031, -0.77684, -0.45474], [4.46117, 0.20007, 1.37980], [4.44776, -1.39733, 0.93425], [3.00578, -0.74464, 1.70602], [2.93231, 0.95324, -0.33129], [3.33366, -0.13362, -2.50235], [4.07119, -1.55253, -1.74831], [4.90317, -0.03831, -1.68920], [2.08302, -1.69914, -0.23650], [-1.73522, -2.81776, 1.98316], [-2.17671, -4.03386, 2.74752], [-2.38717, -3.83386, 4.26538], [-3.32918, -4.60733, 2.12202], [-0.83420, -2.47739, 2.49348], [-2.45691, -2.02332, 2.17324], [-1.54042, -2.89362, 0.91340], [-1.43180, -4.81954, 2.62136], [-1.41538, -3.78994, 4.75711], [-2.90749, -4.71323, 4.64499], [-2.96603, -2.94757, 4.52517], [-3.13035, -4.67280, 1.18512], [-3.93413, 0.91195, -2.42474], [-4.06293, 2.21634, -1.62991], [-2.94925, 3.22278, -1.94856], [-5.31964, 2.71198, -1.87071], [-3.90499, 1.10321, -3.49744], [-4.76892, 0.25012, -2.19401], [-3.02485, 0.36851, -2.16788], [-4.02385, 1.95981, -0.57124], [-2.97475, 4.06661, -1.25907], [-3.03367, 3.70309, -2.92338], [-1.94621, 2.79832, -1.99155], [-5.85319, 2.26704, -1.20818], [0.06402, -0.48322, 1.54112], [-0.15737, -0.16322, 0.03668], [-1.57658, 0.32994, -0.18256], [0.70654, 0.87746, -0.36249], [1.11310, -0.46364, 1.83628], [-0.36782, -1.43471, 1.85139], [-0.40012, 0.32891, 2.10070], [0.13885, -0.99969, -0.59630], [-1.85443, 1.25450, 0.32349], [-2.23103, -0.42856, 0.24693], [-1.84105, 0.47245, -1.23034], [1.56822, 0.45926, -0.42732], [3.07573, -4.26017, -1.36582], [2.16045, -3.10201, -1.01588], [0.70656, -3.57367, -0.84077], [2.60152, -2.61912, 0.20867], [3.14623, -4.96313, -0.53576], [4.06225, -3.85744, -1.59540], [2.72579, -4.85982, -2.20609], [2.16015, -2.21894, -1.65485], [0.00128, -2.79943, -0.53870], [0.72613, -4.23142, 0.02819], [0.28513, -4.06606, -1.71715], [2.51625, -3.23734, 0.93815], [-3.39129, -0.58585, 3.65548], [-4.59080, -0.36443, 2.69130], [-4.10519, -0.48730, 1.23281], [-5.62442, -1.27063, 3.12421], [-2.46742, -0.14353, 3.28276], [-3.25236, -1.63971, 3.89671], [-3.73436, -0.09995, 4.56888], [-5.05549, 0.61684, 2.78773], [-3.38600, 0.29260, 0.98258], [-5.01240, -0.53848, 0.63077], [-3.61743, -1.46143, 1.19730], [-5.39646, -2.19049, 2.97090], [-1.88632, 2.68499, 1.91353], [-1.42662, 2.48414, 3.30639], [-1.51744, 3.73729, 4.17820], [-2.23818, 1.48644, 3.85981], [-1.72850, 1.79522, 1.30402], [-1.19797, 3.37244, 1.42190], [-2.87936, 3.08423, 1.70726], [-0.39477, 2.13511, 3.26687], [-2.54986, 4.06793, 4.29170], [-0.97625, 4.58418, 3.75631], [-1.05162, 3.56860, 5.14911], [-3.12932, 1.83616, 3.93166], [1.73405, -2.36217, 2.35116], [1.84862, -3.92773, 2.61797], [0.51020, -4.58739, 2.58609], [2.52804, -4.48518, 1.52548], [2.69989, -1.92719, 2.09416], [1.22625, -1.83779, 3.16065], [1.13208, -2.16129, 1.46495], [2.34827, -4.06053, 3.57757], [0.09708, -4.39595, 1.59574], [-0.07638, -4.12126, 3.37776], [0.67657, -5.65876, 2.69826], [2.68027, -5.40772, 1.74313]], "forces_ev_per_angstrom": [[0.65, -0.42, 1.58], [1.23, 0.78, 0.10], [1.11, 0.06, 1.26], [0.95, 0.13, 0.29], [-0.56, 0.07, -0.12], [0.08, 0.36, 0.04], [0.14, 1.28, 1.25], [-0.79, -1.36, -0.83], [1.72, -0.15, -0.49], [-0.42, 0.18, 0.94], [-0.97, 0.18, -0.40], [0.99, 0.25, 0.90], [-0.26, 1.72, 1.82], [-1.17, -0.59, -3.96], [-2.02, 2.98, -8.94], [-0.01, 0.36, -0.24], [-0.16, -0.47, -0.22], [0.13, -0.45, -0.22], [0.23, 0.19, -0.40], [-0.46, 0.46, 0.66], [0.49, 0.62, -0.64], [-0.36, 0.00, -0.12], [0.04, -0.04, 0.12], [0.24, -0.86, -0.18], [0.14, -0.26, -0.01], [0.47, -0.36, 0.21], [-0.34, 0.08, 0.16], [-0.68, 0.87, -3.77], [-0.90, 0.73, -5.61], [2.36, -0.68, -4.15], [-0.29, 0.03, 0.16], [0.77, 3.09, 0.03], [0.66, 0.17, -1.18], [-4.70, 3.39, -4.14], [0.11, 0.00, 0.07], [-0.02, -0.07, 0.01], [0.01, -0.34, 0.13], [0.26, 0.18, 0.44], [0.53, -0.22, -0.27], [0.54, 0.08, -0.08], [0.36, 0.28, -0.55], [-0.22, 1.66, -0.37], [0.54, -0.60, 0.66], [0.05, -0.49, -0.66], [-0.14, 0.76, 1.69], [0.11, 0.85, 1.02], [-0.52, 0.31, -0.27], [0.38, 0.65, 0.08], [0.62, 0.96, 0.31], [-0.49, -0.14, 0.56], [0.15, 0.70, 0.86], [-0.37, 0.38, -0.89], [1.01, -0.26, -0.29], [0.04, 0.25, -0.01], [1.98, 0.44, -0.04], [4.34, -2.48, 0.62], [1.46, 0.40, 0.83], [4.05, -1.88, 6.52], [-0.62, -0.09, -0.61], [-0.40, -0.41, -0.49], [1.07, 1.26, -0.77], [1.45, -0.33, 1.24], [0.97, -0.50, 0.09], [-0.05, -0.04, 0.36], [0.13, 0.19, 0.19], [-0.06, 1.02, 2.38], [-0.15, 0.10, 1.40], [-0.56, -1.41, -0.45], [-0.44, -1.39, -0.83], [-1.10, 0.28, 0.32], [-0.42, -1.12, -0.26], [0.34, -0.38, -0.37], [-0.15, -0.45, 0.01], [-0.68, 0.23, 0.31], [-0.85, -0.32, -0.25], [-0.24, -0.07, -0.14], [0.28, -0.63, 0.14], [-0.08, -0.06, -0.10], [0.53, -0.13, 0.04], [2.20, -1.02, -0.57], [-0.74, 0.48, -0.49], [-1.79, 1.18, 0.10], [-0.16, 0.11, -0.02], [-0.15, 0.02, -0.07], [-0.40, 0.08, -0.39], [0.45, -0.05, 0.35], [-0.14, -0.06, 0.17], [-0.73, -0.22, -0.34], [-1.19, -0.21, 0.40], [-0.61, 0.23, -0.27], [-0.63, 1.44, -0.96], [-0.56, 0.30, 2.03], [-1.13, -2.40, -0.29], [-2.15, 0.50, 10.74], [-1.07, 0.28, -0.65], [0.48, 1.77, -0.95], [-0.18, 0.01, -0.02], [-1.53, 0.02, 0.10], [0.40, -1.21, -1.63], [0.75, -0.13, -0.60], [0.28, -0.56, 0.75], [-1.53, 0.77, 1.98], [0.03, -0.11, -0.94], [-0.97, -3.45, -1.16], [-0.06, -0.24, 0.29], [2.98, -2.86, -1.06], [0.05, 0.29, -0.04], [0.11, -0.21, 0.02], [-0.02, 0.24, -0.26], [0.46, -1.18, -0.92], [0.22, 0.26, -0.29], [-0.11, -0.44, -0.63], [0.18, -0.09, 0.02], [0.51, -0.52, -1.36], [-2.57, 0.23, -1.02], [0.97, -0.96, 0.40], [-1.66, -0.85, 1.48], [-0.44, 0.65, -0.68], [-1.90, -0.47, -0.12], [-0.52, 0.62, -0.49], [0.55, -0.08, 0.35], [0.08, 0.11, 0.33], [-1.17, -0.06, 0.34], [0.26, 0.31, -0.55], [-0.22, 0.23, -0.68], [0.39, -0.08, -0.17], [1.05, 1.16, -0.88], [-0.97, 1.28, 0.38], [0.70, 0.25, -0.18], [1.03, 0.97, 1.27], [-0.18, 0.98, 1.97], [-0.93, -0.16, 1.13], [-0.34, -0.10, 0.59], [-0.05, -0.26, 0.35], [-0.11, -0.15, 0.10], [0.06, 0.00, -0.28], [-0.29, -0.15, 0.15], [-0.16, 0.08, -0.04], [-0.67, -2.51, 1.17], [-1.14, 2.09, 0.63], [1.01, 0.59, 0.75], [1.47, -2.07, 1.22], [-0.58, -1.02, 1.35], [0.36, -0.80, 0.29], [0.29, -0.96, 0.93], [0.34, -0.24, -0.06], [-0.15, -0.12, 0.50], [0.31, -0.63, -0.09], [-0.44, -0.17, 0.31], [0.24, -0.21, -0.31]], "homo_lumo_gap_ev": 6.88}

[2]
{"formula": "C4H6FIS", "method": "ωB97M-V with the def2-TZVPD basis set", "symbols": ["C", "C", "C", "C", "F", "S", "I", "H", "H", "H", "H", "H", "H"], "xyz": [[0.06638, 0.28843, 0.33922], [2.09576, -0.94906, 0.09660], [-0.10900, 1.54625, -0.33673], [-0.94133, -0.71458, 0.44211], [2.23212, -1.58581, 1.24087], [-2.47728, -0.60876, -0.66315], [3.56694, 0.55532, -0.07087], [0.28681, 2.36734, 0.26204], [-1.13768, 1.74118, -0.65317], [0.54543, 1.49382, -1.21190], [-1.32333, -0.63143, 1.47065], [-0.54188, -1.72287, 0.34677], [-2.26294, -1.77983, -1.26245]], "forces_ev_per_angstrom": [[2.02, -0.88, 0.32], [-1.71, 0.06, 0.12], [-0.64, 0.15, 0.02], [-1.31, -0.31, -0.50], [0.14, 0.25, -0.16], [0.31, 0.02, 0.31], [0.59, 0.49, 0.11], [0.18, 0.03, 0.02], [0.07, 0.15, -0.18], [0.09, -0.02, -0.15], [0.16, 0.06, 0.06], [0.06, 0.09, 0.12], [0.03, -0.08, -0.09]], "homo_lumo_gap_ev": [7.11, 7.06]}

[3]
{"formula": "C5H12O4", "method": "ωB97M-V with the def2-TZVPD basis set", "symbols": ["C", "C", "C", "O", "O", "H", "H", "H", "H", "H", "H", "H", "H", "C", "C", "O", "O", "H", "H", "H", "H"], "xyz": [[1.36527, -1.13237, 0.62478], [-0.99775, -0.70666, 0.10792], [1.76783, -1.90187, -0.59870], [1.86941, 0.00477, 0.83906], [-1.60329, -0.69649, 1.37817], [0.78293, 1.11361, 1.33917], [-1.37780, 0.14157, 1.80815], [0.94547, -1.69235, 1.46541], [-0.71915, -1.72908, -0.14508], [-1.73402, -0.51710, -0.68038], [1.69121, -1.27827, -1.49133], [2.81140, -2.20876, -0.48353], [1.15504, -2.79274, -0.73203], [-1.65334, 1.92844, -0.62126], [-0.38702, 1.29319, -0.13767], [0.61111, 1.32373, -1.02683], [-0.08456, 1.59517, 1.13355], [1.41717, 0.96409, -0.56831], [-1.51677, 3.01140, -0.61115], [-2.47794, 1.66858, 0.03850], [-1.86519, 1.61114, -1.63845]], "forces_ev_per_angstrom": [[1.79, 1.28, 0.28], [-1.01, 1.82, -0.72], [-0.35, 0.02, -0.11], [-0.56, -1.76, -0.20], [0.10, -0.10, 0.21], [-0.87, 0.48, -0.04], [0.05, -0.06, -0.10], [-0.37, 0.17, -0.04], [0.72, 0.00, 0.22], [-0.29, 0.00, 0.02], [0.03, 0.02, 0.07], [-0.04, 0.07, 0.08], [0.04, 0.02, 0.02], [0.14, -0.05, 0.06], [-0.43, -2.36, 0.24], [0.83, 0.15, -0.12], [0.72, 0.10, 0.52], [-0.50, 0.26, -0.41], [0.02, 0.00, 0.02], [-0.01, -0.02, -0.02], [-0.01, -0.04, 0.01]], "homo_lumo_gap_ev": 8.59}

[4]
{"formula": "C4H7NO2", "method": "ωB97M-V with the def2-TZVPD basis set", "symbols": ["C", "C", "N", "O", "C", "C", "O", "H", "H", "H", "H", "H", "H", "H"], "xyz": [[0.91386, -1.63533, 1.29125], [0.72180, -0.34730, 1.00473], [1.70137, 0.62691, 0.87824], [-0.55100, 0.17114, 0.83893], [-0.99299, 0.03037, -0.46646], [-1.83619, 1.08698, -0.99685], [-0.46829, 0.94051, -1.40144], [0.07594, -2.29317, 1.48307], [1.92097, -2.02783, 1.37476], [1.44787, 1.37252, 0.24314], [2.61979, 0.24897, 0.68894], [-1.04191, -1.00491, -0.80593], [-2.03329, 1.93910, -0.34997], [-2.57476, 0.88210, -1.76995]], "forces_ev_per_angstrom": [[0.01, 0.09, 0.03], [0.16, -0.27, 0.02], [0.00, -0.06, -0.13], [0.07, 0.01, 0.04], [-0.16, -0.17, -0.04], [-0.28, 0.06, 0.03], [0.18, 0.11, -0.08], [0.08, 0.12, -0.09], [-0.14, 0.03, 0.06], [0.00, -0.10, 0.02], [-0.08, 0.12, 0.08], [0.00, 0.17, 0.04], [0.03, -0.09, -0.10], [0.13, -0.01, 0.13]], "homo_lumo_gap_ev": 9.54, "smiles": "C=C(N)O[C@H]1CO1"}

[5]
{"formula": "C4H7NO", "method": "ωB97M-V with the def2-TZVPD basis set", "symbols": ["C", "C", "C", "N", "C", "O", "H", "H", "H", "H", "H", "H", "H"], "xyz": [[1.74265, 0.04683, 0.35499], [0.49775, 0.08683, -0.49307], [-1.08215, -0.85432, -0.00974], [-1.69484, 0.20602, -0.81576], [-0.63427, 0.93167, -0.17160], [-0.70796, 1.75418, 0.70774], [2.38047, 0.94296, 0.29476], [1.44433, -0.07967, 1.39362], [2.36522, -0.79642, 0.03536], [0.73399, 0.12172, -1.57868], [-1.48825, -0.80992, 1.03650], [-1.05016, -1.87928, -0.34745], [-2.59574, 0.56306, -0.50713]], "forces_ev_per_angstrom": [[-0.17, -0.18, 0.18], [-0.51, -0.69, 0.50], [0.78, -0.58, -0.51], [0.20, 0.59, 0.25], [0.12, 1.77, 0.05], [-0.43, 0.53, -0.17], [-0.48, -0.10, -0.18], [0.23, -0.01, 0.12], [-0.13, 0.08, 0.20], [-0.79, -1.05, 0.59], [1.34, 0.04, -0.55], [-0.19, -0.08, -0.63], [0.02, -0.32, 0.13]], "homo_lumo_gap_ev": 10.70}

[6]
{"formula": "C14H13AsFN3O6RuS3", "method": "ωB97M-V with the def2-TZVPD basis set", "symbols": ["Ru", "C", "S", "C", "S", "N", "N", "C", "C", "C", "C", "C", "C", "N", "H", "H", "H", "H", "H", "H", "H", "H", "O", "As", "O", "O", "C", "C", "C", "C", "C", "C", "S", "O", "O", "O", "H", "H", "H", "H", "H", "F"], "xyz": [[-0.57941, -0.17057, 1.20664], [-3.60423, 2.92022, -1.40738], [-4.65270, 2.03128, -0.21191], [-3.42238, 1.14000, 0.65391], [-1.95847, 1.91042, 1.12410], [-3.72171, -0.07899, 0.99470], [-2.79616, -0.90073, 1.33931], [-2.95652, -2.00661, 1.99456], [-1.82519, -2.88440, 2.08011], [-1.90845, -4.18821, 2.58325], [-0.76025, -4.94971, 2.66981], [0.44361, -4.41312, 2.23757], [0.44550, -3.12680, 1.71911], [-0.64835, -2.39672, 1.64687], [-4.20772, 3.71024, -1.83913], [-3.29615, 2.21489, -2.17432], [-2.74359, 3.33245, -0.89242], [-3.90118, -2.26082, 2.46580], [-2.86275, -4.56900, 2.91194], [-0.79955, -5.94945, 3.07207], [1.36367, -4.96824, 2.31096], [1.35608, -2.66758, 1.35656], [3.50864, 1.24436, 1.25124], [2.07641, 0.79042, 0.33602], [1.74134, -0.76820, 0.75186], [0.81261, 1.66787, 0.96027], [2.58611, 1.47267, -1.40179], [3.90708, 1.72039, -1.72895], [4.19599, 2.47134, -2.85523], [3.16477, 2.98635, -3.62869], [1.84531, 2.70257, -3.32728], [1.54352, 1.92844, -2.20877], [-0.08870, -0.11292, -2.02431], [1.20927, -0.74147, -1.97896], [0.27403, 1.59546, -1.90917], [-0.88866, -0.34453, -0.74471], [3.31484, 1.06685, 2.17742], [4.69114, 1.33209, -1.09188], [5.22446, 2.67303, -3.11602], [3.39662, 3.61463, -4.47747], [1.03558, 3.09471, -3.92312], [-0.51446, -0.12263, 3.09744]], "forces_ev_per_angstrom": [[0.01, -0.07, -0.81], [-0.03, -0.25, 0.27], [-0.06, 0.15, 0.10], [0.33, -0.72, 0.39], [1.10, -1.48, 0.07], [-2.69, 0.81, -0.94], [4.06, -0.15, 1.04], [-0.61, 1.01, -0.44], [0.64, -0.72, 0.41], [-0.15, 0.67, -0.16], [0.29, 0.06, -0.10], [-0.45, -0.01, 0.07], [0.75, -0.26, -0.02], [-0.40, 1.71, 0.03], [-0.10, 0.07, 0.00], [0.09, 0.08, -0.04], [0.01, 0.13, -0.17], [-0.13, -0.06, -0.40], [-0.08, -0.01, 0.04], [-0.02, -0.11, 0.05], [0.10, -0.03, -0.08], [-0.06, 0.07, 0.02], [-0.10, -0.04, -0.40], [1.83, 1.10, -0.62], [-1.93, -0.80, 0.60], [-2.06, -0.87, 0.70], [-0.31, -0.06, 0.67], [0.13, -0.06, 0.12], [0.12, -0.04, 0.02], [0.01, -0.01, 0.02], [-0.13, -0.01, 0.21], [0.55, 0.05, -0.08], [-1.33, -0.49, -0.65], [0.40, -0.22, 0.03], [-0.40, -0.05, 0.21], [0.30, 0.40, -1.55], [0.07, -0.04, 0.22], [0.05, 0.12, -0.03], [0.05, 0.02, -0.01], [-0.01, -0.01, -0.07], [-0.09, -0.04, -0.09], [0.27, 0.18, 1.35]], "homo_lumo_gap_ev": [6.50, 6.46]}